Entry 1:
{"formula": "C17H28Cl3FIKMgN2O11S", "method": "the ωB97M-V functional and the def2-TZVPD basis", "gap_ev": 2.8, "e_homo_ev": -5.67, "lumo_ev": -2.86, "symbols": ["O", "H", "H", "C", "H", "O", "C", "H", "H", "O", "Mg", "H", "H", "Cl", "K", "C", "H", "O", "H", "Cl", "O", "N", "C", "O", "O", "C", "H", "C", "H", "C", "H", "H", "I", "C", "H", "N", "C", "Cl", "H", "F", "H", "O", "H", "H", "H", "H", "H", "H", "H", "O", "C", "H", "C", "O", "H", "C", "C", "H", "S", "C", "O", "C", "H", "H", "C", "C"], "positions_angstrom": [[3.7916, -2.4200, 7.3622], [4.4467, 0.8780, 7.8405], [-0.1170, -0.7806, -4.6302], [-1.4474, 1.4325, -1.1695], [-1.2113, 2.7479, -2.8622], [5.0399, -2.9639, 5.3131], [-1.4586, 0.8555, -4.8696], [3.7988, 0.1856, 6.3565], [-1.6387, -1.0779, -3.8216], [3.2826, 3.5081, 1.0074], [-3.9134, 2.3768, -0.1695], [-2.4676, 1.6588, -1.5917], [1.1096, 0.3491, -0.2772], [1.5521, 1.9865, 3.4493], [-2.6684, -4.6983, -2.3986], [2.9761, -4.3904, 6.0305], [0.8330, 1.8425, -3.5564], [4.5876, 3.3192, -0.7027], [2.0525, -4.2764, 6.5930], [1.9612, 0.1197, 4.4174], [-5.6816, -0.7218, -4.8093], [3.8541, 2.8011, 0.1577], [-5.7804, 1.6254, -4.6979], [1.2284, 3.4014, -0.8615], [-3.7391, 0.1984, -5.3257], [3.8834, 0.0391, 7.4312], [2.8724, 0.0545, 7.8405], [-0.8649, -0.0270, -1.2815], [-0.8902, 1.7915, -4.8002], [-0.0715, -0.8685, 1.0517], [3.6750, -5.0390, 6.5521], [-6.7532, 1.6565, -5.1976], [1.2480, -2.3365, 2.0022], [0.1167, 3.5803, -1.3696], [2.7615, -4.7849, 5.0391], [0.4906, 1.4857, -2.6592], [-0.8823, -0.3010, -3.9929], [-1.4236, 2.2710, 0.4391], [-5.8785, 1.7100, -3.6020], [-3.1207, -0.6168, -1.9779], [0.8656, -1.3030, -0.8136], [-0.9968, -0.4715, 1.6649], [-2.3817, -2.8785, -2.2854], [-0.5885, -2.5588, -1.9283], [-2.4318, -1.0816, -0.1787], [-1.6758, -3.0887, -0.6302], [0.7632, -0.5129, -2.7289], [-1.3947, 0.5257, -5.9196], [5.5650, -1.3160, 7.3053], [3.6816, 1.5484, 0.1644], [0.3343, -0.4440, -0.3702], [-5.2171, 2.5148, -5.0173], [-5.0672, 0.2982, -4.9616], [2.7618, -1.9535, 5.1623], [4.7038, -1.3492, 8.8354], [-2.0377, -1.0160, -1.2032], [4.5725, -1.2691, 7.7573], [-3.2050, 1.1931, -3.5178], [3.7153, -2.8040, 5.8205], [-1.6271, -2.4795, -1.5762], [-0.4956, 4.6544, -1.3734], [-0.1375, 0.1286, -2.6904], [1.3689, 1.4306, -2.1097], [-3.1560, 2.1460, -4.9983], [-2.9392, 1.1430, -4.5840], [-0.5341, 2.3719, -2.0825]], "nbo_charge": [-0.724, 0.224, 0.218, -0.271, 0.229, -0.922, -0.430, 0.237, 0.222, -0.514, 0.110, 0.236, 0.345, -0.006, 0.994, -0.884, 0.447, -0.545, 0.253, -0.018, -0.570, 0.715, -0.748, -0.682, -0.534, -0.646, 0.216, -0.091, 0.212, 0.512, 0.252, 0.256, 0.038, 0.713, 0.247, -0.535, -0.418, -0.018, 0.263, -0.360, 0.236, -0.503, 0.151, 0.242, 0.224, 0.225, 0.221, 0.238, 0.200, -0.637, -0.589, 0.223, 0.806, -0.947, 0.195, 0.200, -0.077, 0.196, 2.401, -0.673, -0.715, -0.035, 0.490, 0.190, -0.086, -0.199]}

Entry 2:
{"formula": "C17H28ClOPPb", "method": "the ωB97M-V functional and the def2-TZVPD basis", "gap_ev": [5.2, 5.3], "charge": 2, "e_homo_ev": [-14.79, -14.79], "lumo_ev": [-9.54, -9.45], "symbols": ["H", "H", "H", "H", "H", "H", "C", "C", "C", "C", "C", "C", "H", "H", "Pb", "H", "H", "O", "C", "C", "H", "H", "C", "C", "C", "H", "H", "H", "C", "C", "C", "Cl", "H", "H", "H", "C", "H", "H", "H", "C", "H", "H", "H", "H", "C", "H", "H", "P", "H"], "positions_angstrom": [[-2.1230, 0.5776, -5.0994], [-0.4929, 4.3573, 3.2568], [-2.8100, 0.8226, 2.9784], [-0.5053, 0.7664, 3.8692], [-0.9591, 1.9027, -4.8627], [3.2360, -0.6830, 2.0915], [-2.8129, -0.0613, 2.3480], [2.5234, -2.2563, 0.6474], [1.3439, 0.4933, -5.3078], [1.5798, -3.3025, 0.7959], [-3.2111, -1.4827, 0.5784], [0.4397, 1.3339, 3.9557], [1.2529, 0.5986, 4.0746], [0.5178, -2.1549, -5.3758], [-0.1708, -0.5852, 1.2340], [1.3787, -4.0877, 0.0656], [3.1106, 2.2292, 2.6797], [0.6554, 1.5720, 1.2135], [-2.4403, -1.3905, 2.7529], [-0.5318, 3.6478, 2.4180], [-2.5785, -3.3532, 1.6562], [-2.0769, -1.6885, 3.7384], [1.6355, -2.1262, 2.7801], [-3.2889, -0.1293, 1.0009], [-0.2530, -1.4250, -5.6475], [3.1708, -2.0900, -0.2191], [-1.5240, 3.1719, 2.3845], [-0.4074, 4.1887, 1.4693], [2.4000, 3.0543, 2.5489], [1.0097, -3.2180, 2.0984], [-1.1136, 0.9275, -5.3397], [-0.1098, -0.3738, -3.2259], [0.2939, -3.9169, 2.5377], [1.4677, -1.8344, 3.8141], [1.5223, 1.4655, -4.8341], [-2.6935, -2.2617, 1.6477], [-1.2299, -1.8544, -5.3991], [-3.7063, 0.7019, 0.4310], [-0.2099, -1.2601, -6.7274], [-0.0299, -0.0835, -4.9358], [-3.5729, -1.8725, -0.3781], [-1.0611, 1.0783, -6.4237], [0.3850, 1.9593, 4.8597], [2.6020, 3.4959, 1.5657], [2.5631, -1.5086, 1.8631], [2.5498, 3.8005, 3.3349], [1.3735, 0.6465, -6.3925], [0.7351, 2.3886, 2.5246], [2.1662, -0.1803, -5.0462]], "nbo_charge": [0.218, 0.280, 0.255, 0.246, 0.217, 0.254, -0.332, -0.235, -0.621, -0.249, -0.331, -1.027, 0.262, 0.218, 1.472, 0.272, 0.263, -1.219, -0.280, -1.010, 0.261, 0.262, -0.461, -0.066, -0.619, 0.274, 0.259, 0.290, -1.001, -0.072, -0.620, -0.093, 0.255, 0.261, 0.217, -0.125, 0.219, 0.263, 0.229, -0.026, 0.278, 0.230, 0.296, 0.290, -0.103, 0.279, 0.230, 1.920, 0.218]}

Entry 3:
{"formula": "C17H28F2NO7S2Si", "method": "the ωB97M-V functional and the def2-TZVPD basis", "gap_ev": 8.1, "charge": -1, "e_homo_ev": -6.40, "lumo_ev": 1.69, "symbols": ["H", "H", "O", "C", "C", "C", "C", "C", "F", "H", "N", "C", "H", "O", "H", "H", "H", "C", "H", "C", "H", "H", "O", "C", "C", "H", "F", "H", "C", "C", "H", "C", "H", "O", "H", "S", "O", "C", "H", "H", "H", "C", "H", "H", "C", "H", "H", "O", "H", "Si", "H", "H", "H", "H", "C", "O", "H", "S"], "positions_angstrom": [[-1.1271, -4.1229, -0.1953], [4.2267, -4.1446, 1.1383], [-1.2474, 8.0947, -3.8605], [5.9130, 1.8275, -0.3104], [-6.3424, 1.1175, 0.0387], [3.1731, 2.6079, -0.4055], [-4.6998, -0.5927, 0.6382], [-1.8110, -3.1495, -0.2654], [0.8579, 7.1071, -4.2758], [4.3190, -3.1811, -0.5268], [-0.3439, 6.3842, -2.2109], [0.7997, -2.2637, -0.0149], [1.2804, -2.9166, 2.1446], [2.0512, 5.4272, -2.4462], [-4.9633, -1.8154, -1.3158], [0.9186, -1.0742, 1.9646], [-4.6391, -4.1807, -0.3724], [-2.9241, -3.2200, 0.9584], [5.0977, -1.2709, 3.2538], [-4.4764, -3.3445, 0.4470], [-8.0665, 0.0740, 0.2229], [1.5948, 0.9152, 0.5228], [-6.4091, 2.2147, 0.8385], [4.4270, -3.1057, 0.6368], [5.4639, 0.4076, 0.3736], [7.0481, 2.0794, -0.5104], [0.7655, 5.0627, -0.5108], [3.3454, -0.6303, 3.7339], [-5.1273, -1.9652, -0.1521], [-0.8028, -1.8626, -0.0977], [-5.1434, -3.6644, 1.3834], [1.4868, -1.9817, 1.4460], [3.7246, -2.5436, 3.8608], [-7.6395, 0.6113, -0.5077], [2.3071, 3.3699, -0.6915], [-0.5991, 6.7926, -3.7073], [-5.0217, 0.5490, -0.2724], [2.7135, 1.1814, 0.2841], [-2.6885, -4.2295, 1.5504], [1.3519, -1.5884, -0.8238], [5.0761, 3.9494, -1.1873], [3.8713, 0.0793, 0.6492], [-1.1465, -1.1585, 0.7985], [-2.7364, -2.3529, 1.7364], [3.9471, -1.5423, 3.2925], [-0.9443, -1.2051, -1.0818], [5.5684, -2.8441, 0.8617], [-1.0852, 5.7725, -4.6284], [-3.5437, -0.5018, 0.8536], [3.3831, -1.6603, 1.4163], [0.9562, -3.3886, -0.3608], [-6.3090, -2.0673, -0.0187], [6.3042, -0.3725, 0.6378], [-5.3509, -0.4641, 1.6242], [4.7559, 2.9240, -0.6971], [0.1473, 3.8475, -2.4252], [-2.3421, -3.1675, -1.3281], [0.6549, 5.1766, -2.1059]], "nbo_charge": [0.205, 0.239, -0.936, -0.242, 0.959, -0.198, -0.084, -0.422, -0.506, 0.248, -1.175, -0.412, 0.233, -0.931, 0.234, 0.241, 0.220, -0.422, 0.238, -0.416, 0.497, 0.234, -0.546, -1.131, -0.239, 0.226, -0.516, 0.244, -0.442, -0.422, 0.203, -0.906, 0.230, -0.720, 0.277, 2.466, -0.529, -0.222, 0.211, 0.221, 0.246, -0.507, 0.201, 0.210, -1.117, 0.226, 0.237, -0.927, 0.222, 1.657, 0.207, 0.201, 0.219, 0.190, -0.227, -0.924, 0.215, 2.459]}

F_max for every record listed, in sequence, given in eV/Å: 3.17 3.08 9.34.
E for every record listed, in sequence, given in hartree: -4577.6638 -1733.5652 -2531.2233.